No. 1
Formula: C3H7NO
Source: OMol25
Level of theory: ωB97M-V/def2-TZVPD

Geometry (Å):
C: 2.34 -0.30 -0.23
C: 1.07 0.55 0.08
C: -1.41 0.30 0.02
H: 2.07 -1.10 -0.98
H: 3.23 0.44 -0.71
H: 2.90 -0.80 0.84
H: 0.88 1.18 -0.86
H: 1.44 1.12 1.01
H: -0.11 -1.34 0.52
H: -1.31 1.39 0.07
N: -0.14 -0.29 0.39
O: -2.51 -0.26 -0.23

As for the charge: 0. The value obtained for the energy above the lowest of the compared OMol25 structures with the same formula, charge and spin is 215.3 kJ/mol. Its HOMO-LUMO gap is 10.7 eV. The structure (SMILES) is CCNC=O.

No. 2
Formula: C3H7NO
Source: OMol25
Level of theory: ωB97M-V/def2-TZVPD

Geometry (Å):
C: -1.93 0.13 0.08
C: 0.59 -0.17 -0.02
C: 0.86 1.35 -0.05
H: -1.65 1.15 0.52
H: -2.47 -0.39 0.95
H: -2.57 0.26 -0.84
H: -0.73 -1.63 -0.16
H: -0.10 1.90 -0.62
H: 1.23 1.84 1.24
H: 1.91 1.35 -0.75
N: -0.74 -0.63 -0.17
O: 1.55 -0.99 0.10

As for the charge: 0. The value obtained for the energy above the lowest of the compared OMol25 structures with the same formula, charge and spin is 262.1 kJ/mol. Its HOMO-LUMO gap is 10.3 eV.

No. 3
Formula: C3H7NO
Source: OMol25
Level of theory: ωB97M-V/def2-TZVPD

Geometry (Å):
C: 0.66 -0.74 -1.30
C: 0.38 -0.60 0.09
C: -0.60 0.14 0.77
O: -1.50 -0.58 0.12
N: -0.69 1.52 0.66
H: 0.46 -1.76 -1.62
H: -0.03 -0.10 -1.84
H: 1.71 -0.55 -1.53
H: 1.09 -1.08 0.75
H: -0.51 -0.18 1.83
H: 0.11 2.11 0.53
H: -1.07 1.83 1.54

As for the charge: 0. The value obtained for the energy above the lowest of the compared OMol25 structures with the same formula, charge and spin is 394.0 kJ/mol. Its HOMO-LUMO gap is 9.6 eV.

No. 4
Formula: C3H7NO
Source: OMol25
Level of theory: ωB97M-V/def2-TZVPD

Geometry (Å):
O: 2.45 0.17 -0.13
C: 1.48 -0.52 -0.02
C: 0.07 -0.08 -0.31
C: -0.91 -0.36 0.82
N: 0.02 1.29 -0.80
H: 1.60 -1.49 0.51
H: -0.20 -0.76 -1.14
H: -0.85 0.45 1.55
H: -0.75 -1.35 1.25
H: -1.92 -0.48 0.43
H: -0.76 1.81 -0.38
H: -0.22 1.32 -1.78

As for the charge: 0. The value obtained for the energy above the lowest of the compared OMol25 structures with the same formula, charge and spin is 139.9 kJ/mol. Its HOMO-LUMO gap is 10.3 eV. The structure (SMILES) is C[C@@H](N)C=O.

No. 5
Formula: C3H7NO
Source: OMol25
Level of theory: ωB97M-V/def2-TZVPD

Geometry (Å):
C: -1.47 -0.62 -1.23
C: 0.47 0.10 0.35
C: 1.36 0.74 1.34
H: -1.35 -1.32 -0.38
H: -1.98 0.20 -0.84
H: -1.95 -1.19 -2.06
H: -0.35 -0.51 0.68
H: 1.62 1.78 1.10
H: 0.83 0.90 2.33
H: 2.24 0.07 1.41
N: 0.76 0.26 -0.90
O: -0.18 -0.42 -1.79

As for the charge: 0. The value obtained for the energy above the lowest of the compared OMol25 structures with the same formula, charge and spin is 340.9 kJ/mol. Its HOMO-LUMO gap is 10.4 eV. The structure (SMILES) is C/C=N/OC.

No. 6
Formula: C3H7NO
Source: OMol25
Level of theory: ωB97M-V/def2-TZVPD

Geometry (Å):
C: 1.41 0.26 1.43
N: 1.35 -0.50 0.24
C: 1.35 -0.31 -0.95
O: 1.43 -0.29 -2.12
C: -1.87 -0.15 -0.88
H: 1.41 1.31 1.16
H: 1.94 -0.13 2.31
H: 0.36 0.15 1.94
H: -0.71 0.22 -0.58
H: -1.86 -1.27 -0.73
H: -2.57 0.20 -1.72
H: -2.22 0.52 -0.12

As for the charge: 0. The value obtained for the energy above the lowest of the compared OMol25 structures with the same formula, charge and spin is 260.1 kJ/mol. Its HOMO-LUMO gap is 10.8 eV. The structure (SMILES) is CN=C=O.C.

No. 7
Formula: C3H7NO
Source: OMol25
Level of theory: ωB97M-V/def2-TZVPD

Geometry (Å):
O: 0.12 0.75 2.15
C: 0.14 0.95 0.96
C: 0.08 -0.20 0.01
C: -0.14 0.16 -1.44
N: -0.45 -1.37 0.57
H: 0.20 1.95 0.52
H: 1.16 0.18 0.35
H: -0.02 -0.69 -2.09
H: -1.16 0.52 -1.54
H: 0.50 1.01 -1.66
H: 0.22 -2.13 0.63
H: -0.65 -1.13 1.54

As for the charge: 0. The value obtained for the energy above the lowest of the compared OMol25 structures with the same formula, charge and spin is 230.2 kJ/mol. Its HOMO-LUMO gap is 10.2 eV.

No. 8
Formula: C3H7NO2
Source: OMol25
Level of theory: ωB97M-V/def2-TZVPD

Geometry (Å):
C: 1.08 -0.39 0.33
C: 0.78 -0.57 -1.15
O: -0.61 -0.26 -1.05
C: -0.57 0.30 0.23
O: -0.33 1.67 0.34
N: -1.78 0.04 0.86
H: 1.21 -1.32 0.89
H: 0.62 1.65 0.50
H: 2.03 0.18 0.49
H: 1.28 0.17 -1.78
H: 0.91 -1.56 -1.57
H: -2.22 0.76 1.43
H: -2.39 -0.67 0.48

As for the charge: 0. The value obtained for the energy above the lowest of the compared OMol25 structures with the same formula, charge and spin is 254.1 kJ/mol. Its HOMO-LUMO gap is 10.3 eV. The structure (SMILES) is N[C@@]1(O)CCO1.

No. 9
Formula: C3H7NO2
Source: OMol25
Level of theory: ωB97M-V/def2-TZVPD

Geometry (Å):
C: -2.17 -0.06 -0.50
N: -1.12 0.56 0.30
C: 0.14 -0.07 0.32
O: 0.46 -0.86 1.18
O: 0.96 0.41 -0.62
C: 2.34 0.06 -0.48
H: -2.88 0.70 -0.85
H: -2.73 -0.83 0.06
H: -1.72 -0.55 -1.37
H: -1.33 0.55 1.29
H: 2.70 0.28 0.54
H: 2.86 0.69 -1.20
H: 2.52 -0.99 -0.70

As for the charge: 0. The value obtained for the energy above the lowest of the compared OMol25 structures with the same formula, charge and spin is 114.1 kJ/mol. Its HOMO-LUMO gap is 10.5 eV. The structure (SMILES) is CNC(=O)OC.

No. 10
Formula: C3H7NO2
Source: OMol25
Level of theory: ωB97M-V/def2-TZVPD

Geometry (Å):
C: -1.27 -1.25 -0.15
C: 0.98 -0.35 -0.04
C: 1.46 1.02 -0.10
H: -1.86 -1.70 1.05
H: -1.93 -0.92 -1.10
H: -0.52 -2.15 -0.56
H: -1.47 1.73 0.67
H: 2.69 0.98 -0.65
H: 1.27 1.32 1.14
H: 0.54 1.86 -0.47
N: -0.37 -0.23 0.28
O: -1.03 1.14 -0.12
O: 1.51 -1.44 0.06

As for the charge: 0. The value obtained for the energy above the lowest of the compared OMol25 structures with the same formula, charge and spin is 730.4 kJ/mol. Its HOMO-LUMO gap is 10.0 eV.

No. 11
Formula: C3H7NO2
Source: OMol25
Level of theory: ωB97M-V/def2-TZVPD

Geometry (Å):
C: -1.83 -0.94 -0.05
N: -1.05 1.55 0.21
C: -0.15 0.67 0.06
O: -0.43 -0.63 -0.11
O: 1.17 0.95 0.04
C: 2.15 -0.07 -0.07
H: -2.40 -0.23 -0.65
H: -2.18 -0.87 0.98
H: -1.94 -1.95 -0.43
H: -0.62 2.46 0.31
H: 2.08 -0.78 0.76
H: 3.11 0.45 -0.02
H: 2.08 -0.60 -1.02

As for the charge: 0. The value obtained for the energy above the lowest of the compared OMol25 structures with the same formula, charge and spin is 154.4 kJ/mol. Its HOMO-LUMO gap is 10.6 eV. The structure (SMILES) is COC(=N)OC.

No. 12
Formula: C3H7NO2
Source: OMol25
Level of theory: ωB97M-V/def2-TZVPD

Geometry (Å):
C: 1.89 0.37 1.01
N: 0.89 0.78 0.12
C: -0.54 0.44 0.28
C: -1.03 -0.42 -0.80
O: -2.42 -0.88 -0.79
O: 3.03 0.09 0.65
H: 1.51 0.14 2.02
H: 1.36 0.87 -0.76
H: -1.04 1.46 0.37
H: -0.51 0.06 1.30
H: -0.23 -1.30 -0.84
H: -0.83 0.16 -1.69
H: -2.09 -1.77 -0.87

As for the charge: 0. The value obtained for the energy above the lowest of the compared OMol25 structures with the same formula, charge and spin is 215.5 kJ/mol. Its HOMO-LUMO gap is 10.5 eV. The structure (SMILES) is O=CNCCO.